Entry 1:
Formula: C17H20IrN3O8S
Source: the Open Molecules 2025 dataset
Level of theory: ωB97M-V with the def2-TZVPD basis set

Geometry (Å):
Ir: -0.268 -0.549 -0.564
O: -0.715 -0.345 -2.535
C: -1.197 -1.587 -3.159
C: -0.862 -2.769 -2.294
C: -1.037 -4.062 -2.746
C: -0.761 -5.119 -1.893
C: -0.320 -4.851 -0.604
C: -0.163 -3.541 -0.214
N: -0.426 -2.515 -1.044
H: 0.133 -0.093 -2.955
H: -0.736 -1.670 -4.142
H: -2.273 -1.471 -3.281
H: -1.386 -4.238 -3.756
H: -0.890 -6.139 -2.230
H: -0.101 -5.647 0.094
H: 0.161 -3.286 0.785
O: 3.622 -0.217 -2.044
C: 2.790 -0.224 -1.201
O: 1.484 -0.457 -1.516
C: 2.970 0.098 0.255
C: 2.103 -0.593 1.069
C: 1.634 0.000 2.221
C: 2.261 1.071 2.810
C: 3.345 1.572 2.077
C: 3.659 1.184 0.767
N: 4.086 2.644 2.682
O: 5.166 3.034 2.048
O: 3.841 3.167 3.703
N: 0.271 -0.410 2.553
O: -0.402 -0.862 1.567
O: -0.187 -0.300 3.634
H: 1.700 -1.535 0.735
H: 1.928 1.516 3.741
H: 4.374 1.727 0.156
C: -1.113 3.748 2.137
C: -2.011 2.940 1.215
S: -1.196 2.643 -0.360
O: -0.230 1.450 -0.066
C: -2.547 1.941 -1.320
C: -3.232 0.737 -0.689
H: -1.614 3.890 3.093
H: -0.894 4.731 1.723
H: -0.170 3.228 2.324
H: -2.932 3.476 0.970
H: -2.273 1.964 1.627
H: -2.110 1.721 -2.293
H: -3.239 2.776 -1.464
H: -2.518 -0.068 -0.411
H: -3.926 0.300 -1.407
H: -3.800 0.992 0.202

- expectation value of S² = 0.76
- energy relative to the best compared isomer or geometry (same formula, charge and spin) (kcal/mol) = 1.0
- strongest force on any atom (eV/A) = 0.74
- total energy (Ha) = -1927.10991
- 2S+1 = 2
- charge = +3
- Kohn-Sham gap (spin up / spin down) (eV) = 6.60 / 4.54
- HOMO energy (spin up / spin down) (eV) = -18.655 / -18.655

=====

Entry 2:
Formula: C17H20N2O3S2
Source: the Open Molecules 2025 dataset
Level of theory: ωB97M-V with the def2-TZVPD basis set

Geometry (Å):
C: -6.565 -1.098 -0.578
C: -5.015 -0.778 -0.463
C: -4.620 0.594 -0.086
C: -3.392 0.799 0.089
C: -2.441 -0.305 -0.266
N: -1.058 0.080 0.038
C: -0.530 1.477 0.429
O: -1.131 2.413 0.582
C: 1.072 0.947 0.293
C: 1.639 2.133 1.417
C: 3.274 2.180 1.200
C: 3.725 1.939 -0.220
N: 2.981 1.229 -1.234
S: 3.565 -0.238 -1.423
O: 5.093 -0.227 -1.529
O: 2.891 -0.700 -2.631
C: 3.334 -1.278 -0.338
C: 2.148 -2.204 -0.164
C: 2.088 -3.059 0.788
C: 3.039 -2.685 1.888
S: 4.191 -1.432 1.191
C: 1.578 1.416 -0.996
C: -2.901 -1.492 -0.464
C: -4.270 -1.845 -0.519
H: -7.078 -0.693 -1.411
H: -7.332 -0.638 0.107
H: -6.834 -2.311 -0.568
H: -5.452 1.179 0.282
H: -3.279 1.949 0.523
H: -0.524 -0.623 -0.148
H: 1.318 0.144 1.017
H: 1.409 2.005 2.405
H: 1.429 3.275 0.923
H: 3.689 2.771 1.696
H: 3.559 1.091 1.668
H: 4.746 1.732 -0.334
H: 3.541 3.083 -0.574
H: 1.572 -2.286 -1.114
H: 1.380 -3.629 0.822
H: 3.303 -3.187 2.853
H: 1.207 0.775 -1.679
H: 1.270 2.323 -1.559
H: -2.142 -2.132 -0.791
H: -4.477 -2.694 -1.121

- energy relative to the best compared isomer or geometry (same formula, charge and spin) (kcal/mol) = 341.9
- strongest force on any atom (eV/A) = 18.52
- total energy (Ha) = -1790.89218
- charge = 0
- Kohn-Sham gap (eV) = 7.15
- HOMO energy (eV) = -8.313